# 1
Below is a structure of composition C39H49ClN3O2Pr, with properties calculated with ωB97M-V/def2-TZVPD.

Cartesian coordinates (Å):
Pr1 -0.60 0.09 -0.06
C1 -0.60 2.38 -1.76
C2 -1.46 1.36 -2.26
C3 -0.58 0.29 -2.71
C4 0.76 0.73 -2.46
C5 0.75 2.02 -1.91
C6 1.94 2.97 -1.75
C7 1.72 4.20 -2.64
C8 3.25 2.29 -2.18
C9 2.10 3.45 -0.30
C10 -0.79 -0.96 -3.59
C11 0.39 -1.94 -3.39
C12 -2.07 -1.74 -3.27
C13 -0.79 -0.56 -5.07
C14 -2.97 1.60 -2.38
C15 -3.80 0.62 -1.53
C16 -3.45 1.55 -3.84
C17 -3.32 3.01 -1.87
H1 -0.91 3.36 -1.43
H2 1.64 0.23 -2.82
H3 1.53 3.90 -3.67
H4 2.59 4.84 -2.62
H5 0.86 4.78 -2.30
H6 3.23 2.08 -3.24
H7 3.41 1.36 -1.64
H8 4.09 2.96 -1.98
H9 1.13 3.68 0.15
H10 2.71 4.35 -0.26
H11 2.58 2.69 0.31
H12 0.55 -2.14 -2.33
H13 1.30 -1.56 -3.83
H14 0.16 -2.88 -3.89
H15 -2.15 -1.90 -2.18
H16 -2.05 -2.71 -3.76
H17 -2.95 -1.22 -3.62
H18 0.14 -0.04 -5.31
H19 -1.61 0.11 -5.30
H20 -0.87 -1.44 -5.70
H21 -3.79 -0.39 -1.92
H22 -4.84 0.95 -1.51
H23 -3.45 0.61 -0.48
H24 -3.41 0.55 -4.25
H25 -2.82 2.20 -4.45
H26 -4.48 1.90 -3.92
H27 -3.05 3.13 -0.82
H28 -4.40 3.17 -1.96
H29 -2.82 3.77 -2.46
Cl1 -0.62 3.26 7.69
C18 -0.86 2.84 6.03
C19 0.01 3.34 5.08
C20 -0.14 2.95 3.76
C21 -1.17 2.07 3.40
C22 -2.06 1.62 4.37
C23 -1.90 2.00 5.69
C24 -1.19 1.55 2.01
O1 -2.10 0.77 1.62
O2 -0.22 1.83 1.26
H30 0.81 4.01 5.36
H31 0.54 3.30 3.01
H32 -2.85 0.95 4.08
H33 -2.56 1.62 6.45
N1 4.45 1.72 4.29
C25 4.11 1.11 3.38
C26 3.71 0.37 2.25
C27 4.54 -0.61 1.70
C28 4.10 -1.29 0.58
C29 2.87 -0.95 0.03
N2 2.06 -0.03 0.56
C30 2.48 0.61 1.64
H34 5.50 -0.83 2.15
H35 4.71 -2.05 0.13
H36 2.52 -1.44 -0.87
H37 1.81 1.36 2.06
C31 -1.51 -2.21 3.84
N3 -0.16 -1.79 4.16
C32 0.46 -2.68 5.11
C33 0.63 -1.50 2.97
C34 0.61 -2.55 1.88
C35 1.30 -3.74 2.13
C36 1.21 -4.80 1.25
C37 0.38 -4.69 0.16
C38 -0.27 -3.49 -0.10
C39 -0.17 -2.34 0.71
H38 -2.10 -2.19 4.76
H39 -1.56 -3.23 3.42
H40 -1.95 -1.52 3.11
H41 -0.13 -2.65 6.03
H42 1.46 -2.31 5.35
H43 0.53 -3.72 4.77
H44 1.66 -1.32 3.32
H45 0.23 -0.55 2.57
H46 1.93 -3.81 3.00
H47 1.76 -5.71 1.45
H48 0.26 -5.52 -0.52
H49 -0.92 -3.47 -0.98

Energy   -76396.3707 eV
Spin multiplicity   3
Gap between HOMO and LUMO (spin up / spin down)   7.45 / 7.46 eV

=====

# 2
Below is a structure of composition C39H49N5O2PPtSi, with properties calculated with ωB97M-V/def2-TZVPD.

Cartesian coordinates (Å):
Pt1 1.56 -0.84 0.30
O1 5.61 -1.37 0.46
C1 4.43 -1.23 0.66
O2 3.51 -1.12 -0.26
C2 3.90 -1.14 2.08
C3 4.70 -1.29 3.19
C4 4.12 -1.17 4.44
C5 2.76 -0.91 4.54
C6 2.02 -0.77 3.38
N1 2.59 -0.89 2.18
H1 5.75 -1.49 3.04
H2 4.72 -1.28 5.34
H3 2.28 -0.81 5.50
H4 0.96 -0.57 3.40
C7 2.31 1.66 -4.90
C8 1.68 2.66 -4.18
C9 1.58 2.55 -2.80
C10 2.11 1.45 -2.12
C11 2.74 0.45 -2.87
C12 2.84 0.55 -4.25
Si1 2.05 1.43 -0.26
C13 3.69 1.82 0.54
C14 3.84 1.96 1.92
C15 5.08 2.25 2.48
C16 6.19 2.40 1.66
C17 6.06 2.26 0.29
C18 4.82 1.97 -0.27
C19 0.72 2.56 0.39
C20 1.01 3.60 1.28
C21 0.04 4.54 1.62
C22 -1.23 4.47 1.05
C23 -1.52 3.46 0.15
C24 -0.56 2.51 -0.16
H5 2.39 1.74 -5.98
H6 1.27 3.52 -4.68
H7 1.09 3.34 -2.24
H8 3.19 -0.40 -2.37
H9 3.34 -0.22 -4.81
H10 2.99 1.84 2.58
H11 5.18 2.35 3.55
H12 7.16 2.62 2.09
H13 6.93 2.36 -0.35
H14 4.74 1.85 -1.34
H15 2.00 3.71 1.69
H16 0.28 5.34 2.31
H17 -1.97 5.22 1.30
H18 -2.50 3.41 -0.30
H19 -0.81 1.71 -0.85
N2 -0.29 -1.16 0.15
P1 -1.80 -1.33 -0.36
N3 -2.14 -0.48 -1.73
C25 -1.10 -0.52 -2.79
C26 -1.48 0.42 -3.95
C27 -2.30 1.60 -3.44
C28 -3.64 1.11 -2.87
C29 -3.49 -0.30 -2.29
N4 -1.94 -2.95 -0.61
C30 -3.16 -3.49 -1.24
C31 -3.82 -4.53 -0.36
C32 -2.85 -5.65 0.00
C33 -1.58 -5.07 0.62
C34 -0.97 -4.00 -0.28
N5 -2.93 -0.86 0.75
C35 -2.80 -1.50 2.08
C36 -2.03 -0.57 3.01
C37 -2.78 0.76 3.23
C38 -3.88 0.94 2.18
C39 -3.41 0.54 0.79
H20 -0.98 -1.54 -3.16
H21 -0.15 -0.21 -2.35
H22 -2.06 -0.13 -4.70
H23 -0.56 0.75 -4.43
H24 -2.47 2.32 -4.24
H25 -1.73 2.13 -2.67
H26 -4.39 1.07 -3.66
H27 -4.01 1.80 -2.11
H28 -3.65 -1.05 -3.07
H29 -4.23 -0.50 -1.52
H30 -2.89 -3.93 -2.21
H31 -3.85 -2.68 -1.44
H32 -4.70 -4.93 -0.87
H33 -4.18 -4.04 0.56
H34 -2.58 -6.19 -0.91
H35 -3.31 -6.37 0.67
H36 -0.84 -5.85 0.79
H37 -1.81 -4.63 1.60
H38 -0.64 -4.46 -1.22
H39 -0.10 -3.54 0.19
H40 -2.29 -2.45 1.96
H41 -3.80 -1.72 2.47
H42 -1.08 -0.38 2.52
H43 -1.82 -1.07 3.96
H44 -2.08 1.59 3.18
H45 -3.23 0.78 4.22
H46 -4.19 1.99 2.13
H47 -4.77 0.37 2.45
H48 -2.61 1.20 0.48
H49 -4.23 0.66 0.08

Energy   -73193.8308 eV
Total charge   +1
Gap between HOMO and LUMO (spin up / spin down)   7.17 / 6.80 eV

=====

Which of these has the lowest energy? C39H49ClN3O2Pr

=====

The lowest energy belongs to which entry? C39H49ClN3O2Pr